Computed, not measured: a molecular structure, C54H36Cl4N4OPd at a distorted geometry, with ωB97M-V/def2-TZVPD.

Geometry as ORCA input:
```
! wB97M-V def2-TZVPD RIJCOSX def2/J DEFGRID3
* xyz 0 1
Pd 0.4316 -0.2671 -0.8474
Cl 0.1580 -9.1707 -2.9508
C 0.0141 -7.5590 -2.3411
C 0.9573 -6.6062 -2.6952
C 0.8516 -5.3314 -2.1838
C -0.1927 -4.9707 -1.3228
C -1.1312 -5.9445 -0.9874
C -1.0316 -7.2283 -1.4940
C -0.1825 -3.5847 -0.8455
C -1.2987 -2.7383 -0.9765
C -2.6664 -3.1092 -1.1479
C -3.4068 -1.9642 -1.0815
C -2.4856 -0.8787 -0.9540
C -2.8500 0.4907 -1.0908
C -4.2161 0.7867 -0.6544
C -4.5801 0.2875 0.6061
C -5.8431 0.4718 1.1255
C -6.7894 1.1590 0.3772
Cl -8.3950 1.3562 0.9925
C -6.4561 1.6675 -0.8692
C -5.1818 1.4866 -1.3781
C -1.9461 1.4567 -1.5972
N -0.6041 1.2263 -1.7169
C -0.0360 2.3184 -2.2808
C 1.3520 2.5749 -2.4068
C 1.7943 3.5163 -3.4505
C 2.4392 4.7251 -3.2154
C 2.9550 5.4611 -4.2673
C 2.8341 4.9817 -5.5612
Cl 3.5256 5.8724 -6.8726
C 2.1818 3.7858 -5.8179
C 1.6547 3.0676 -4.7640
C 2.3406 1.9287 -1.6542
C 3.6939 2.3659 -1.4736
C 4.2831 1.4894 -0.6151
C 3.3122 0.4753 -0.3255
N 2.1460 0.7794 -0.9501
C 3.5925 -0.7425 0.3247
C 2.7395 -1.8559 0.2825
C 3.0926 -3.1940 0.6285
C 2.0701 -3.9931 0.2120
C 1.0669 -3.1387 -0.3384
N 1.4818 -1.8501 -0.2536
C 4.9029 -0.8981 0.9838
C 5.8601 -1.7939 0.5108
C 7.0681 -1.9470 1.1670
C 7.3167 -1.2113 2.3166
Cl 8.8171 -1.4140 3.1564
C 6.3833 -0.3054 2.7974
C 5.1856 -0.1497 2.1247
C -1.0505 3.2766 -2.5668
C -2.2313 2.7623 -2.1015
N -1.2272 -1.3730 -0.8762
H 1.7689 -6.8697 -3.3545
H 1.5812 -4.5863 -2.4639
H -1.9241 -5.7137 -0.2941
H -1.7553 -7.9802 -1.2207
H -3.0369 -4.1021 -1.2965
H -4.4746 -1.8763 -1.1555
H -3.8411 -0.2386 1.1919
H -6.0895 0.0672 2.0948
H -7.2014 2.1869 -1.4513
H -4.9658 1.8522 -2.3695
H 2.5405 5.0868 -2.2042
H 3.4653 6.3943 -4.0930
H 2.1113 3.4155 -6.8289
H 1.1709 2.1181 -4.9430
H 4.1338 3.2364 -1.9202
H 5.2926 1.5023 -0.2467
H 4.0001 -3.4923 1.1135
H 2.0013 -5.0582 0.3076
H 5.6672 -2.3586 -0.3902
H 7.8134 -2.6329 0.7918
H 6.5905 0.2642 3.6908
H 4.4475 0.5490 2.4899
H -0.8767 4.2356 -3.0156
H -3.1948 3.2362 -2.1225
C -3.1489 1.3094 6.7747
C -2.6534 1.3567 5.3662
C -1.5565 0.6100 4.9622
C -1.0661 0.6867 3.6680
C 0.1284 -0.1300 3.2902
C -1.7078 1.5415 2.7472
C -1.1726 1.7186 1.4120
O -0.0897 1.3238 1.0071
C -2.8508 2.2764 3.1327
C -3.5819 3.1978 2.2007
C -3.2997 2.1606 4.4332
H -2.3674 0.9794 7.4534
H -3.9915 0.6230 6.8544
H -3.4947 2.2932 7.0815
H -1.0698 -0.0395 5.6764
H 0.3404 -0.8645 4.0643
H 1.0032 0.5092 3.1650
H -0.0209 -0.6529 2.3399
H -1.8276 2.2899 0.7359
H -4.1201 2.6324 1.4395
H -2.9031 3.8861 1.7026
H -4.3031 3.7858 2.7633
H -4.1709 2.7204 4.7400
*
```

Mulliken atomic charge list, values in e, 8 entries:
1. Pd 0.904
2. Cl -0.218
3. C 0.372
4. C -0.998
5. C 0.031
6. C -0.335
7. C -0.258
8. C -0.959

---

Computed, not measured: a single C4H7NO molecule at a distorted geometry, with ωB97M-V/def2-TZVPD.

Geometry as ORCA input:
```
! wB97M-V def2-TZVPD RIJCOSX def2/J DEFGRID3
* xyz 0 1
O 1.8553 0.1050 0.8634
C 1.0926 0.3225 -0.3115
C 0.0882 -0.8190 -0.5241
C -1.3860 -0.5657 0.2059
C -1.4728 0.8768 0.3686
N -1.0922 1.9715 0.3664
H 2.0356 0.9766 1.2358
H 1.7336 0.5631 -1.1757
H 0.4723 1.2177 -0.2047
H 0.4492 -1.7548 -0.0878
H -0.0491 -0.9578 -1.6078
H -1.4722 -1.0305 1.2045
H -2.2351 -0.9408 -0.3887
*
```

Computed properties:
- Relative energy (zero: lowest compared OMol25 entry of this formula, charge and spin): 44.21 kcal per mole

Mulliken atomic charge list, values in e, 8 entries:
1. O -0.545
2. C -0.415
3. C -0.540
4. C -0.450
5. C 0.380
6. N -0.559
7. H 0.327
8. H 0.300

---

Short version: orbital gap = 5.5 11.2 eV, in the order given.